{
  "formula": "C27H41N4O5PS",
  "method": "ωB97M-V with the def2-TZVPD basis set",
  "elements": ["C", "O", "C", "C", "C", "C", "C", "C", "C", "C", "O", "C", "O", "O", "C", "O", "P", "S", "H", "H", "H", "H", "H", "H", "H", "H", "H", "H", "H", "H", "H", "H", "H", "H", "H", "H", "H", "H", "H", "N", "C", "C", "C", "C", "H", "H", "H", "H", "H", "N", "C", "C", "C", "C", "H", "H", "H", "H", "H", "N", "C", "C", "C", "C", "H", "H", "H", "H", "H", "N", "C", "C", "C", "C", "H", "H", "H", "H", "H"],
  "xyz": [[7.03419, 1.96137, 2.79198], [6.71079, 1.41950, 1.52114], [5.74736, 2.21556, 0.85550], [5.05726, 1.41237, -0.23021], [4.57362, 0.03776, 0.22806], [3.07618, -0.10167, 0.53043], [2.39455, 1.12114, 1.17341], [1.24271, 1.62454, 0.32641], [1.63686, 2.41805, -0.90675], [2.06298, 3.85873, -0.68092], [2.77856, 4.07242, 0.54189], [2.08555, 4.72089, 1.51101], [2.04027, 4.33174, 2.66649], [0.27215, 2.34609, 1.13449], [-0.97076, 2.25342, 0.67102], [-1.38188, 2.86388, -0.30403], [-2.24039, 1.17551, 1.52857], [-1.61298, -0.00144, 2.92862], [6.30492, 1.61023, 3.51512], [8.03208, 1.63024, 3.04115], [7.04032, 3.04746, 2.77285], [5.04002, 2.64043, 1.56403], [6.26936, 3.04044, 0.36789], [4.25592, 2.03941, -0.59929], [5.76922, 1.30122, -1.03810], [5.16495, -0.31572, 1.05767], [4.78615, -0.65235, -0.58137], [2.97329, -0.93103, 1.21878], [2.49899, -0.39405, -0.34056], [3.07362, 1.91193, 1.44083], [1.93560, 0.80034, 2.10201], [0.74468, 0.72849, -0.03947], [0.75431, 2.46478, -1.53592], [2.36494, 1.84716, -1.46449], [1.22582, 4.54318, -0.75558], [2.74393, 4.13334, -1.47769], [1.64339, 5.68462, 1.22500], [-2.86707, 0.50558, 0.46562], [-3.20342, 2.11044, 1.94170], [-4.29927, -2.05383, 2.35136], [-5.16279, -1.86777, 3.39288], [-6.41723, -2.22070, 2.96843], [-6.30364, -2.63941, 1.61543], [-4.98375, -2.52700, 1.26545], [-3.31014, -1.86682, 2.38145], [-4.81251, -1.50070, 4.34204], [-7.31554, -2.18347, 3.56110], [-7.09783, -2.98375, 0.97485], [-4.47631, -2.74230, 0.34054], [-2.84781, 1.81958, -3.32873], [-3.64736, 2.00665, -2.23549], [-4.90986, 1.58794, -2.56311], [-4.86766, 1.12538, -3.90633], [-3.58079, 1.28107, -4.35060], [-1.87242, 2.04538, -3.37337], [-3.24848, 2.42048, -1.32826], [-5.76827, 1.60796, -1.91317], [-5.68943, 0.72492, -4.47680], [-3.12362, 1.05621, -5.29953], [2.36860, -3.26991, 3.75521], [2.72725, -4.04327, 2.68472], [3.87838, -4.70659, 3.01760], [4.22004, -4.32751, 4.34312], [3.26983, -3.44049, 4.76999], [1.56493, -2.67128, 3.79160], [2.14265, -4.05327, 1.78115], [4.41599, -5.38921, 2.38164], [5.06790, -4.66468, 4.91462], [3.15898, -2.91599, 5.70301], [-4.66449, -1.80081, -5.92459], [-4.97858, -2.81949, -6.78340], [-4.79026, -4.00052, -6.11796], [-4.34796, -3.68034, -4.80483], [-4.28264, -2.31563, -4.71715], [-4.70745, -0.82454, -6.14502], [-5.30726, -2.61693, -7.78791], [-4.95218, -4.98420, -6.52492], [-4.10730, -4.37316, -4.01641], [-3.99970, -1.66806, -3.90585]],
  "atomic_forces_ev_per_a": [[0.0, -0.3, -0.5], [0.0, 0.2, 0.0], [0.3, -0.1, -0.2], [0.3, 0.0, 0.5], [-0.5, -0.1, -0.8], [0.2, 0.4, 0.5], [-0.5, -0.3, 0.5], [0.6, -0.4, -0.6], [-0.8, 0.2, 0.3], [0.6, 0.3, -0.5], [-0.5, -0.1, 0.4], [0.2, -0.7, 2.5], [0.4, 0.7, -2.3], [-0.4, -0.2, 0.4], [-0.6, 1.3, -1.5], [0.6, -0.7, 1.2], [0.1, -0.6, 0.8], [0.3, 0.0, 0.0], [-0.1, 0.0, 0.4], [0.2, -0.2, 0.2], [0.0, 0.3, 0.0], [-0.2, 0.0, 0.2], [0.0, 0.4, 0.1], [-0.2, 0.1, -0.2], [0.2, -0.1, -0.3], [0.2, 0.1, 0.4], [0.1, -0.3, -0.1], [-0.1, -0.3, 0.1], [0.1, 0.0, -0.5], [0.2, 0.2, -0.1], [-0.1, 0.0, 0.3], [-0.3, -0.2, 0.0], [-0.1, 0.1, -0.3], [0.4, -0.1, 0.0], [-0.3, 0.1, 0.2], [0.2, 0.1, -0.2], [-0.2, -0.1, -0.4], [0.1, 0.4, -0.2], [0.1, 0.2, -0.3], [0.0, -0.1, -0.1], [0.0, 0.0, 0.0], [0.0, 0.0, 0.0], [0.0, 0.0, 0.0], [0.0, 0.0, 0.0], [-0.1, 0.1, 0.1], [0.0, 0.0, 0.0], [0.0, 0.0, 0.0], [0.0, 0.0, 0.0], [0.0, 0.0, 0.0], [0.0, -0.1, 0.0], [-0.1, 0.0, 0.0], [0.0, -0.1, 0.0], [0.0, 0.0, 0.0], [0.0, 0.0, 0.0], [0.0, 0.0, 0.0], [-0.1, 0.1, -0.1], [0.0, 0.0, 0.0], [0.0, 0.0, 0.0], [0.0, 0.0, 0.0], [0.0, 0.0, 0.0], [0.1, 0.1, 0.0], [0.0, 0.0, -0.1], [0.0, 0.0, 0.0], [0.0, 0.1, 0.0], [0.0, 0.0, 0.0], [0.0, 0.0, 0.0], [0.0, 0.0, 0.0], [0.0, 0.0, 0.0], [0.0, 0.0, 0.0], [0.0, -0.1, 0.0], [0.0, 0.0, 0.0], [0.0, 0.0, 0.0], [0.0, 0.0, 0.0], [0.1, 0.0, 0.0], [0.0, 0.1, 0.0], [0.0, 0.0, 0.0], [0.0, 0.0, 0.0], [0.0, 0.0, 0.0], [0.0, 0.0, 0.0]],
  "mulliken_charge": [-0.79, -0.38, -0.57, -0.34, -0.85, -0.68, -0.23, -0.37, -0.79, -0.92, -0.14, 0.05, -0.48, -0.26, 0.53, -0.53, 0.21, -0.41, 0.29, 0.28, 0.34, 0.35, 0.41, -0.15, 0.54, 0.46, 0.40, 0.11, 0.49, -0.08, 0.41, 0.78, 0.30, 0.55, 0.55, 0.29, 0.43, 0.09, 0.14, 0.06, -0.42, -0.47, -0.40, -0.57, 0.16, 0.37, 0.40, 0.41, 0.45, 0.08, -0.52, -0.86, -0.18, -0.56, 0.18, 0.64, 0.41, 0.42, 0.37, 0.06, -0.51, -0.41, -0.40, -0.53, 0.18, 0.41, 0.42, 0.40, 0.38, 0.13, -0.54, -0.42, -0.52, -0.29, 0.18, 0.38, 0.39, 0.39, 0.31],
  "smiles": "COCCCCC[C@H](CCOC=O)OC(=O)[PH2]=S.c1cc[nH]c1.c1cc[nH]c1.c1cc[nH]c1.c1cc[nH]c1",
  "homo_ev": -8.16,
  "orbital_gap_ev": 7.6,
  "e_tot_ev": -64983.1483,
  "total_charge": 0
}

***

{
  "formula": "C61H39I4N6PPt",
  "method": "ωB97M-V with the def2-TZVPD basis set",
  "elements": ["Pt", "I", "C", "C", "C", "C", "C", "C", "C", "C", "C", "C", "C", "C", "C", "C", "C", "C", "I", "C", "C", "C", "N", "C", "C", "C", "C", "C", "C", "I", "C", "C", "C", "C", "C", "C", "N", "C", "C", "C", "C", "C", "N", "C", "C", "C", "C", "I", "C", "C", "C", "C", "N", "H", "H", "H", "H", "H", "H", "H", "H", "H", "H", "H", "H", "H", "H", "H", "H", "H", "H", "H", "H", "H", "H", "H", "H", "N", "P", "C", "C", "C", "C", "C", "C", "C", "C", "C", "C", "C", "C", "C", "C", "C", "C", "C", "N", "H", "H", "H", "H", "H", "H", "H", "H", "H", "H", "H", "H", "H", "H", "H"],
  "xyz": [[0.14083, 0.74471, -1.08386], [6.54103, 7.17925, 2.37337], [5.17545, 5.79334, 1.65752], [4.21123, 5.26663, 2.50846], [3.30263, 4.33811, 2.02513], [3.34669, 3.92457, 0.69650], [4.31315, 4.46242, -0.14688], [5.22415, 5.39399, 0.32757], [2.36726, 2.91249, 0.20510], [2.85156, 1.67092, -0.18168], [4.24732, 1.26369, -0.07150], [4.31353, -0.03599, -0.38524], [2.94973, -0.50465, -0.60699], [2.68383, -1.87344, -0.59356], [3.76603, -2.83282, -0.91144], [4.50730, -2.70080, -2.08413], [5.51422, -3.60275, -2.38881], [5.78851, -4.65055, -1.51768], [7.29614, -5.99963, -1.96581], [5.05382, -4.79578, -0.34536], [4.04826, -3.89135, -0.04850], [1.39410, -2.39907, -0.28155], [0.57487, -1.65004, 0.45486], [-1.03115, -2.30935, -1.22044], [-2.48192, -1.89990, -1.42556], [-3.53590, -2.94347, -1.37056], [-3.65114, -3.92564, -2.35277], [-4.60305, -4.92555, -2.24395], [-5.44510, -4.96451, -1.13704], [-6.85290, -6.47227, -0.96191], [-5.34143, -3.99170, -0.15182], [-4.39409, -2.98611, -0.27283], [-2.76806, -0.57828, -1.47223], [-4.14366, -0.08933, -1.55521], [-4.13029, 1.22806, -1.33992], [-2.73564, 1.61809, -1.14262], [-1.91815, 0.58207, -1.29683], [-2.38499, 2.94407, -0.71231], [-1.15302, 3.31107, -0.25320], [-0.78245, 4.65482, 0.18715], [0.52593, 4.63251, 0.47112], [1.01247, 3.28154, 0.19070], [-0.02721, 2.52038, -0.20226], [-3.47879, 3.95275, -0.68672], [-3.90024, 4.50982, 0.51669], [-4.92196, 5.44710, 0.54587], [-5.53299, 5.83699, -0.63875], [-7.06602, 7.23090, -0.60344], [-5.11942, 5.28903, -1.84888], [-4.10228, 4.34960, -1.86725], [-0.48842, -3.71648, -1.05516], [0.81098, -3.68045, -0.72059], [2.10497, 0.60654, -0.59671], [4.17236, 5.57499, 3.54402], [2.55501, 3.92435, 2.69154], [4.34589, 4.16679, -1.18832], [5.96544, 5.81239, -0.33899], [5.05246, 1.90040, 0.25282], [5.17823, -0.67534, -0.34815], [4.28937, -1.88984, -2.76865], [6.08010, -3.49457, -3.30353], [5.27286, -5.60632, 0.33583], [3.48888, -4.00051, 0.87464], [-3.02795, -3.89470, -3.23609], [-4.69665, -5.66778, -3.02431], [-5.99891, -4.01236, 0.70603], [-4.31996, -2.22697, 0.49656], [-4.99855, -0.72010, -1.72876], [-4.97150, 1.89650, -1.28394], [-1.44566, 5.50152, 0.21612], [1.14285, 5.45320, 0.79302], [-3.43403, 4.19819, 1.44367], [-5.24218, 5.87016, 1.48771], [-5.58596, 5.59875, -2.77371], [-3.77884, 3.93636, -2.81543], [-1.03844, -4.62018, -1.27892], [1.44639, -4.55539, -0.72171], [-0.74947, -1.70730, 0.10793], [1.15994, -0.85567, 1.99497], [0.65873, -2.23404, 3.06641], [1.67627, -3.08305, 3.49932], [1.38251, -4.17216, 4.30807], [0.07232, -4.41562, 4.68836], [-0.94911, -3.57060, 4.26842], [-0.65703, -2.48144, 3.46555], [-0.06104, 0.43495, 2.38844], [-1.41173, 0.56585, 2.06229], [-2.14083, 1.65019, 2.52288], [-1.54065, 2.61777, 3.31843], [-0.20145, 2.49774, 3.65375], [0.53440, 1.42083, 3.18110], [-0.29652, -1.82279, -2.47495], [-0.37843, -2.61777, -3.61858], [0.32598, -2.25932, -4.74481], [1.12381, -1.11725, -4.70816], [1.13529, -0.36564, -3.56245], [0.41478, -0.71441, -2.47267], [-1.29500, -2.21686, 0.81247], [2.70308, -2.88149, 3.21462], [2.17640, -4.82166, 4.65039], [-0.15558, -5.25501, 5.33098], [-1.96730, -3.75504, 4.58210], [-1.45199, -1.80035, 3.18344], [-1.91069, -0.16581, 1.44486], [-3.18895, 1.73558, 2.26243], [-2.11810, 3.45646, 3.68531], [0.27288, 3.23993, 4.28194], [1.58784, 1.34914, 3.43217], [-0.96663, -3.52270, -3.60572], [0.27294, -2.86714, -5.63704], [1.71234, -0.80953, -5.55960], [1.70407, 0.54916, -3.47218]],
  "atomic_forces_ev_per_a": [[-0.1, -0.1, -0.2], [0.1, 0.1, 0.0], [-0.1, -0.1, -0.1], [0.0, 0.0, 0.0], [0.1, 0.0, 0.0], [0.0, 0.0, 0.0], [0.0, 0.0, 0.0], [0.0, 0.0, 0.0], [0.1, 0.1, 0.0], [-0.3, -0.1, 0.1], [0.2, -0.2, 0.0], [0.1, 0.3, 0.0], [-0.1, -0.3, 0.0], [0.2, 0.1, 0.1], [0.0, 0.0, 0.0], [0.0, 0.0, 0.0], [0.0, 0.0, 0.0], [-0.1, 0.1, 0.0], [0.1, -0.1, 0.0], [0.0, 0.0, 0.0], [0.0, 0.0, 0.0], [-0.2, 0.1, -0.2], [0.2, -0.1, 0.3], [-0.1, 0.0, 0.0], [0.1, -0.2, 0.1], [0.0, 0.1, 0.0], [0.0, 0.0, 0.0], [0.0, 0.0, 0.0], [0.1, 0.1, 0.0], [-0.1, -0.1, 0.0], [0.0, 0.0, 0.0], [0.0, 0.0, 0.0], [-0.1, 0.2, -0.1], [0.1, 0.0, 0.0], [0.1, 0.0, 0.1], [-0.1, -0.1, 0.1], [0.1, 0.0, 0.0], [0.1, 0.1, 0.0], [-0.1, 0.0, -0.1], [0.2, 0.0, 0.0], [-0.1, 0.1, 0.0], [-0.2, -0.1, -0.2], [0.2, -0.2, 0.2], [0.0, 0.0, 0.0], [0.0, 0.0, 0.0], [0.0, 0.0, 0.0], [0.1, -0.1, 0.0], [-0.1, 0.1, 0.0], [0.0, 0.0, 0.0], [0.0, 0.0, 0.0], [0.0, 0.0, 0.0], [-0.1, 0.1, 0.0], [0.0, 0.2, 0.0], [0.0, 0.0, 0.0], [0.0, 0.0, 0.0], [0.0, 0.0, 0.0], [0.0, 0.0, 0.0], [0.0, 0.0, 0.0], [0.0, 0.0, 0.0], [0.0, 0.0, 0.0], [0.0, 0.0, 0.0], [0.0, 0.0, 0.0], [0.0, 0.0, 0.0], [0.0, 0.0, 0.0], [0.0, 0.0, 0.0], [0.0, 0.0, 0.0], [0.0, 0.0, 0.0], [0.0, 0.0, 0.0], [0.0, 0.0, 0.0], [0.0, 0.0, 0.0], [0.0, 0.0, 0.0], [0.0, 0.0, 0.0], [0.0, 0.0, 0.0], [0.0, 0.0, 0.0], [0.0, 0.0, 0.0], [0.0, 0.0, 0.0], [0.0, 0.0, 0.0], [0.3, -0.1, -0.1], [-0.1, -0.2, -0.1], [-0.1, 0.0, 0.1], [0.0, 0.0, 0.0], [0.0, 0.0, 0.0], [0.0, 0.0, 0.0], [0.0, -0.1, 0.0], [0.0, 0.0, 0.0], [0.2, 0.1, -0.1], [-0.1, -0.1, 0.1], [0.0, 0.0, 0.0], [0.0, 0.0, 0.0], [0.0, 0.0, 0.0], [0.0, 0.0, -0.1], [0.1, -0.1, 0.0], [0.0, 0.0, 0.0], [0.0, 0.0, 0.0], [0.0, 0.0, 0.0], [0.0, 0.0, 0.0], [-0.1, 0.2, 0.1], [-0.1, 0.1, 0.0], [0.0, 0.0, 0.0], [0.0, 0.0, 0.0], [0.0, 0.0, 0.0], [0.0, 0.0, 0.0], [0.0, 0.0, 0.0], [0.0, 0.0, 0.0], [0.0, 0.0, 0.0], [0.0, 0.0, 0.0], [0.0, 0.0, 0.0], [0.0, 0.0, 0.0], [0.0, 0.0, 0.0], [0.0, 0.0, 0.0], [0.0, 0.0, 0.0], [0.0, 0.0, 0.0]],
  "mulliken_charge": [1.43, 0.17, -0.18, -0.77, -0.07, -0.24, -0.17, -0.72, 0.83, 1.07, -1.71, -1.58, -0.04, 2.14, -0.19, -0.16, -0.87, -0.17, 0.18, -0.86, -0.21, -0.51, -0.08, 0.50, -0.05, -0.06, -0.06, -0.87, -0.23, 0.18, -0.81, -0.16, 0.28, -1.51, -1.78, 1.28, -0.10, 1.10, 0.46, -1.76, -1.74, 0.67, 0.24, -0.47, -0.04, -0.82, -0.15, 0.17, -0.77, -0.13, -1.08, -1.25, 0.26, 0.42, 0.40, 0.54, 0.41, 0.57, 0.58, 0.51, 0.42, 0.43, 0.52, 0.45, 0.43, 0.42, 0.56, 0.72, 0.56, 0.63, 0.60, 0.48, 0.43, 0.41, 0.54, 0.70, 0.72, -0.07, -0.10, 0.91, -0.12, -0.87, -0.55, -0.92, -0.31, 1.54, 0.96, -1.03, -0.97, -0.93, -1.32, 0.66, -0.69, -0.92, -1.18, -0.21, 0.15, 0.69, 0.51, 0.46, 0.42, 0.47, 0.28, 0.11, 0.49, 0.45, 0.49, 0.41, 0.48, 0.54, 0.53, 0.60],
  "homo_ev": [-11.93, -11.93],
  "orbital_gap_ev": [4.7, 4.7],
  "e_tot_ev": -117754.4905,
  "total_charge": 2
}